A molecular structure, C47H42F3FeN3P2Se2 in a non-equilibrium geometry. Source: the Open Molecules 2025 dataset; level of theory: wB97M-V/def2-TZVPD.

DFT total energy: -245695.67191 eV
molecular weight: 981.58 g mol⁻¹
2S+1: 2
frontier orbital gap (spin up / spin down): 6.2 / 6.4 eV
charge: +1
relative energy (zero: lowest compared OMol25 entry of this formula, charge and spin): 0.340 eV
expectation value of S²: 0.798
maximum force: 2.921 eV/Å

CARTESIAN COORDINATES (ANGSTROEM)
Fe1 0.869 0.430 2.064
C1 0.445 1.008 5.409
C2 1.289 1.384 4.215
C3 0.932 2.523 3.450
C4 -0.143 3.444 3.956
C5 1.620 2.815 2.273
C6 1.169 3.938 1.378
C7 2.764 2.066 1.935
C8 3.688 2.553 0.852
C9 3.110 0.931 2.686
C10 4.255 0.063 2.240
C11 2.396 0.624 3.867
C12 2.849 -0.511 4.746
H1 0.802 1.498 6.319
H2 0.460 -0.065 5.580
H3 -0.593 1.301 5.264
H4 0.003 4.457 3.589
H5 -0.134 3.483 5.044
H6 -1.136 3.107 3.648
H7 1.653 4.881 1.648
H8 0.092 4.081 1.440
H9 1.412 3.723 0.339
H10 4.721 2.332 1.112
H11 3.603 3.631 0.731
H12 3.470 2.077 -0.103
H13 5.202 0.425 2.652
H14 4.336 0.057 1.155
H15 4.114 -0.966 2.562
H16 3.932 -0.608 4.717
H17 2.419 -1.458 4.409
H18 2.558 -0.349 5.780
Se1 -2.100 -1.750 -3.361
P1 -0.668 -0.230 -3.443
C13 0.784 -0.676 -4.418
C14 1.484 -1.829 -4.059
C15 2.539 -2.270 -4.835
C16 2.896 -1.572 -5.985
C17 2.199 -0.433 -6.351
C18 1.141 0.016 -5.569
C19 -1.261 1.343 -4.112
C20 -2.505 1.415 -4.723
C21 -2.945 2.624 -5.251
C22 -2.143 3.752 -5.168
C23 -0.897 3.684 -4.551
C24 -0.457 2.482 -4.022
C25 0.044 0.212 -1.816
C26 -0.437 0.501 -0.549
N1 0.672 0.714 0.230
N2 1.754 0.486 -0.504
N3 1.405 0.226 -1.726
P2 -1.993 0.731 0.274
Se2 -1.453 0.604 2.393
C27 -3.143 -0.573 -0.096
C28 -4.416 -0.330 -0.603
C29 -5.273 -1.397 -0.826
C30 -4.867 -2.688 -0.525
C31 -3.603 -2.927 0.001
C32 -2.737 -1.873 0.216
C33 -2.692 2.332 -0.143
C34 -2.853 3.326 0.819
C35 -3.375 4.560 0.460
C36 -3.734 4.805 -0.857
C37 -3.578 3.816 -1.820
C38 -3.056 2.582 -1.469
H19 1.193 -2.383 -3.174
H20 3.079 -3.164 -4.552
H21 3.714 -1.926 -6.600
H22 2.470 0.107 -7.249
H23 0.595 0.899 -5.873
H24 -3.114 0.520 -4.785
H25 -3.913 2.679 -5.734
H26 -2.485 4.691 -5.586
H27 -0.270 4.565 -4.492
H28 0.516 2.423 -3.547
H29 -4.744 0.677 -0.818
H30 -6.259 -1.217 -1.232
H31 -5.543 -3.516 -0.698
H32 -3.293 -3.937 0.236
H33 -1.749 -2.054 0.626
H34 -2.590 3.131 1.849
H35 -3.505 5.328 1.212
H36 -4.142 5.769 -1.135
H37 -3.861 4.001 -2.847
H38 -2.933 1.821 -2.229
F1 0.695 -8.819 3.194
C39 1.368 -8.309 2.144
F2 0.862 -8.859 1.029
F3 2.647 -8.716 2.258
C40 1.279 -6.806 2.121
C41 0.729 -6.143 1.038
C42 0.670 -4.758 1.039
C43 1.164 -4.036 2.123
C44 1.710 -4.716 3.215
C45 1.766 -6.096 3.214
C46 1.109 -2.597 2.099
C47 1.073 -1.384 2.081
H39 0.351 -6.704 0.195
H40 0.246 -4.228 0.195
H41 2.087 -4.154 4.060
H42 2.189 -6.627 4.057